1.
Molecular formula: C4H21NO6
Method: DFT, ωB97M-V/def2-TZVPD

Values from the calculation:
ΔE to the lowest compared entry with this formula, charge and spin ... 1.9005 eV
HOMO level ... -8.521 eV
E ... -671.151525 Ha
Structure (SMILES) ... C[C@H](O)CCN.O.O.O.O.O
E_LUMO ... 0.01039 hartree

Cartesian coordinates (Å):
1 C 0.6101 0.8272 -1.5099
2 C 0.8715 -0.6993 -1.4145
3 C 2.3150 -1.0407 -0.9196
4 O 0.7171 -1.3306 -2.6714
5 C -0.8577 1.1820 -1.7304
6 N -1.7618 0.8350 -0.6549
7 H 1.0409 1.2168 -0.5944
8 H 1.2314 1.0218 -2.3792
9 H 0.2226 -1.2728 -0.7828
10 H 2.3257 -1.2439 0.1571
11 H 2.9849 -0.2105 -1.1170
12 H 2.5340 -1.9781 -1.4279
13 H 1.4608 -1.2901 -3.2752
14 H -0.8526 2.2484 -1.9254
15 H -1.2602 0.6945 -2.6195
16 H -1.5902 1.2914 0.2246
17 H -2.0090 -0.1343 -0.5100
18 H -1.1441 3.1484 1.4388
19 H -0.0568 3.9847 0.9037
20 O -1.0068 4.0292 1.0638
21 H -2.3628 -2.9392 -0.1904
22 H -1.9049 -2.3123 -1.5240
23 O -1.9285 -2.1776 -0.5812
24 H 0.4299 -2.8637 1.2667
25 H -0.9320 -2.1302 1.0901
26 O -0.2135 -2.2790 1.6710
27 H 0.4920 -0.1773 2.4284
28 H 0.6336 -1.2244 3.6809
29 O 0.9370 -0.4442 3.2278
30 H 0.2881 2.1875 2.5509
31 H -0.7244 1.4500 3.5137
32 O -0.4892 1.6313 2.6103

---

2.
Molecular formula: C8H9FINO
Method: DFT, ωB97M-V/def2-TZVPD

Values from the calculation:
ΔE to the lowest compared entry with this formula, charge and spin ... 0.0000 eV
HOMO level ... -8.862 eV
E ... -837.671771 Ha
E_LUMO ... 0.01210 hartree

Cartesian coordinates (Å):
1 C -0.4548 2.2497 1.9467
2 C 0.4291 1.4225 1.2152
3 C -1.7885 1.9956 1.8740
4 C -1.5130 0.2354 0.5353
5 C -0.1005 0.3430 0.5388
6 C -0.0988 -1.0939 -2.5063
7 C 0.6496 -0.5565 -0.3489
8 C 1.4231 -1.9387 0.9819
9 N -2.3396 0.9834 1.1372
10 O -0.1132 -1.4105 -1.1378
11 F 2.7684 -1.8024 0.7752
12 I 0.7178 -1.4942 2.9552
13 H -0.1411 3.0595 2.6360
14 H 1.4159 1.8587 1.0688
15 H -2.5527 2.5934 2.4416
16 H -1.7533 -0.6416 -0.0430
17 H -0.9709 -0.5000 -2.8375
18 H -0.3393 -2.0161 -3.0780
19 H 0.8668 -0.7078 -2.6513
20 H 1.6040 -0.0467 -0.7582
21 H 1.1504 -2.9899 0.7115

---

3.
Molecular formula: C21H32BMoN8
Method: DFT, ωB97M-V/def2-TZVPD

Values from the calculation:
ΔE to the lowest compared entry with this formula, charge and spin ... 0.2491 eV
Spin multiplicity ... 3
HOMO level (alpha / beta) ... -18.496 / -18.497 eV
E ... -1349.609844 Ha
E_LUMO (alpha / beta) ... -0.45967 / -0.42603 hartree
Net charge ... +3
<S²> ... 2.034

Cartesian coordinates (Å):
1 Mo -0.2822 -0.0298 -0.0087
2 C -1.3671 -3.1141 3.5515
3 C -1.3345 -2.0344 2.4677
4 C -0.6839 -2.6007 1.1938
5 C -0.5725 -0.8240 2.9179
6 C -0.1309 -0.3845 4.1497
7 C 0.6569 0.7419 3.8865
8 N 0.6732 0.9734 2.5757
9 N -0.0921 0.0279 1.9715
10 B 1.5963 1.8461 1.6854
11 N 0.7027 2.6220 0.6721
12 C 0.7129 3.9015 0.3044
13 C -0.0184 4.0528 -0.8781
14 C -0.4514 2.7857 -1.2135
15 N -0.0201 1.9240 -0.2476
16 C -1.2100 2.2669 -2.3980
17 C -1.0160 3.1779 -3.6158
18 C -0.7669 0.8416 -2.7546
19 N 2.4048 0.8322 0.8142
20 C 3.7089 0.6588 0.6178
21 C 3.9151 -0.3664 -0.3139
22 C 2.6577 -0.7958 -0.6780
23 N 1.7323 -0.0571 0.0178
24 C 2.2057 -1.8446 -1.6458
25 C 2.7038 -3.2340 -1.2407
26 C 2.6400 -1.4865 -3.0719
27 H -1.9036 -3.9936 3.1981
28 H -0.3600 -3.4163 3.8410
29 H -1.8866 -2.7479 4.4358
30 H -2.3665 -1.7400 2.2495
31 H 0.3325 -2.9341 1.4031
32 H -1.2556 -3.4489 0.8196
33 H -0.6465 -1.8670 0.3348
34 H -0.3242 -0.8173 5.1167
35 H 1.2168 1.3534 4.5780
36 H 2.2904 2.5657 2.3154
37 H 1.2414 4.6481 0.8779
38 H -0.1810 4.9729 -1.4133
39 H -2.2775 2.2605 -2.1526
40 H 0.0415 3.3020 -3.8519
41 H -1.5191 2.7629 -4.4882
42 H -1.4444 4.1609 -3.4269
43 H -0.7679 0.1481 -1.8676
44 H -1.4539 0.3885 -3.4670
45 H 0.2363 0.8342 -3.1801
46 H 4.4456 1.2508 1.1409
47 H 4.8668 -0.7250 -0.6690
48 H 1.0958 -1.8498 -1.6113
49 H 3.7902 -3.2782 -1.3215
50 H 2.4302 -3.4854 -0.2152
51 H 2.2893 -3.9868 -1.9095
52 H 3.7229 -1.5737 -3.1627
53 H 2.1893 -2.1739 -3.7863
54 H 2.3634 -0.4653 -3.3385
55 N -4.5325 -0.5138 -0.3134
56 C -4.5120 0.5551 0.5516
57 C -3.2039 0.8427 0.7590
58 N -2.4287 -0.0498 0.0247
59 C -3.2867 -0.8584 -0.6135
60 H -5.3736 -0.9616 -0.6565
61 H -5.4050 1.0188 0.9360
62 H -2.7682 1.6115 1.3750
63 H -3.0194 -1.6703 -1.2717

---

4.
Molecular formula: C31H42LaN5OP
Method: DFT, ωB97M-V/def2-TZVPD

Values from the calculation:
HOMO level ... -9.810 eV
E ... -1928.330303 Ha
E_LUMO ... -0.09748 hartree
Net charge ... +1

Cartesian coordinates (Å):
1 La 0.1786 -0.8300 2.2250
2 C 3.7649 -1.7466 2.9227
3 N 2.6403 -0.8305 3.0119
4 C 2.8554 0.4429 2.9585
5 C 1.7629 1.3634 3.0612
6 C 0.5541 1.1731 3.8627
7 C -0.1847 2.3505 3.6352
8 C 0.5548 3.1100 2.7287
9 N 1.7099 2.5287 2.3949
10 C 3.6395 -2.5741 1.6626
11 C 2.4797 -3.3146 1.4286
12 C 2.3683 -4.0970 0.2872
13 C 3.4170 -4.1626 -0.6141
14 C 4.5700 -3.4324 -0.3840
15 C 4.6745 -2.6303 0.7403
16 H 3.7326 -2.4218 3.7902
17 H 4.7237 -1.2099 2.9273
18 H 3.8642 0.8485 2.8435
19 H 0.5077 0.5920 4.7848
20 H -1.0885 2.6554 4.1349
21 H 0.3192 4.0859 2.3459
22 H 1.6926 -3.3636 2.1906
23 H 1.4732 -4.6777 0.1162
24 H 3.3450 -4.7953 -1.4870
25 H 5.3937 -3.4917 -1.0780
26 H 5.5793 -2.0636 0.9101
27 C -2.1734 -1.4857 2.8333
28 C -3.1961 -0.5524 2.2856
29 C -3.9754 -0.8985 1.1786
30 C -4.9709 -0.0564 0.7185
31 C -5.2142 1.1490 1.3550
32 C -4.4582 1.5050 2.4608
33 C -3.4649 0.6651 2.9234
34 H -2.4273 -2.5123 2.5308
35 H -2.2394 -1.4409 3.9316
36 H -3.8038 -1.8549 0.7013
37 H -5.5789 -0.3531 -0.1226
38 H -6.0055 1.7984 1.0138
39 H -4.6589 2.4351 2.9706
40 H -2.8930 0.9330 3.8040
41 O 0.5559 -0.6291 0.0756
42 P 0.1570 0.1278 -1.1557
43 N -1.0448 -0.7535 -1.8916
44 C -1.2290 -2.1701 -1.5754
45 C -2.5884 -2.4676 -2.1925
46 C -2.4930 -1.7228 -3.5219
47 C -1.6812 -0.4624 -3.1793
48 N -0.4338 1.6218 -0.7163
49 C -1.6640 1.6454 0.0781
50 C -2.1467 3.0874 -0.0162
51 C -1.7478 3.4586 -1.4399
52 C -0.3572 2.8364 -1.5358
53 N 1.5032 0.3212 -2.0916
54 C 1.5717 0.6997 -3.5033
55 C 2.6980 1.7260 -3.5808
56 C 3.6474 1.2272 -2.4965
57 C 2.7051 0.7877 -1.3817
58 H -1.1982 -2.3210 -0.4921
59 H -0.4477 -2.7834 -2.0390
60 H -3.3742 -2.0341 -1.5735
61 H -2.7707 -3.5338 -2.3131
62 H -3.4693 -1.4836 -3.9378
63 H -1.9473 -2.3308 -4.2458
64 H -2.3198 0.4213 -3.0811
65 H -0.9495 -0.2672 -3.9670
66 H -1.4613 1.3358 1.1138
67 H -2.4051 0.9611 -0.3558
68 H -1.5970 3.7083 0.6890
69 H -3.2120 3.1821 0.1772
70 H -1.7290 4.5295 -1.6248
71 H -2.4369 2.9960 -2.1509
72 H 0.3853 3.5065 -1.0871
73 H -0.0610 2.6320 -2.5646
74 H 0.6243 1.0932 -3.8700
75 H 1.8305 -0.1897 -4.0898
76 H 2.3325 2.7272 -3.3482
77 H 3.1591 1.7445 -4.5647
78 H 4.3574 1.9823 -2.1727
79 H 4.1964 0.3644 -2.8717
80 H 2.4607 1.6146 -0.7064
81 H 3.1127 -0.0296 -0.7832

---

Question: Which of these has the highest E?
Answer: C4H21NO6